(1)
Entry from the Open Molecules 2025 dataset: a structure of composition C21H60AsF6O9 in a non-equilibrium geometry (the ωB97M-V functional and the def2-TZVPD basis).

Computed properties:
E_LUMO, eV: 2.25
DFT total energy, Eh: -4348.45165
Kohn-Sham gap, eV: 9.565
Energy above the lowest of the compared OMol25 structures with the same formula, charge and spin, kcal/mol: 34.0
Charge: -1
HOMO, eV: -7.32

```
97
Properties=species:S:1:pos:R:3:lowdin_charge:R:1
As -0.89520 0.15243 -0.42262 0.95
F -1.49424 1.78448 -0.80913 -0.24
F 0.72488 0.73969 -0.94091 -0.26
F -0.18007 -1.46695 -0.12409 -0.27
F -2.41540 -0.45038 0.27258 -0.24
F -1.35713 -0.39071 -2.01374 -0.22
F -0.37338 0.69740 1.21518 -0.26
O -3.40122 -3.07714 -2.96488 -0.07
H -4.14235 -3.28513 -2.39247 0.02
H -2.64679 -2.99103 -2.36587 -0.03
O -1.18886 -3.47048 -1.33589 -0.06
H -0.69535 -2.97770 -0.66088 0.01
H -1.40487 -4.30908 -0.92031 0.06
C 0.91054 1.07296 5.60703 -0.07
C 2.15501 1.32607 4.78955 -0.45
C 2.24171 0.41512 3.55371 -0.05
O 2.12067 2.69552 4.31426 -0.08
H 0.98767 1.48092 6.61694 0.07
H 0.60322 0.02982 5.70221 0.07
H 0.02727 1.58322 5.21884 0.08
H 3.06176 1.14226 5.36599 0.13
H 3.13429 0.61306 2.96126 0.09
H 1.35679 0.51941 2.92534 0.06
H 2.26154 -0.63431 3.85416 0.06
H 1.58317 2.73893 3.51158 0.04
C -1.02086 4.06468 2.34692 -0.06
C 0.14579 4.04262 1.40970 -0.50
C 1.08693 5.22667 1.69593 -0.04
O 0.94259 2.90917 1.64487 -0.07
H -0.74975 4.09736 3.40243 0.08
H -1.69612 3.22857 2.15382 0.08
H -1.65978 4.93234 2.16261 0.08
H -0.16974 4.09654 0.36496 0.13
H 1.20164 5.25244 2.78100 0.08
H 0.60630 6.18478 1.48867 0.07
H 2.00312 5.09193 1.12465 0.07
H 0.44777 2.12381 1.36331 0.03
C -2.40076 2.37785 -4.24437 -0.07
C -1.45380 1.40888 -4.91803 -0.48
C -0.13097 1.45399 -4.22001 -0.08
O -1.97030 0.10052 -4.68826 -0.06
H -2.44896 2.23613 -3.16537 0.07
H -3.39030 2.23202 -4.68121 0.08
H -2.13994 3.41629 -4.46229 0.08
H -1.47728 1.65962 -5.97833 0.14
H 0.47300 0.55423 -4.34630 0.07
H -0.20148 1.58363 -3.14067 0.05
H 0.41521 2.28347 -4.67730 0.08
H -1.84387 -0.15091 -3.76684 0.04
C 1.59468 -2.29991 -4.80748 -0.06
C 1.99638 -3.21263 -3.63688 -0.48
C 2.07326 -2.44815 -2.31618 -0.05
O 1.00795 -4.21842 -3.50263 -0.06
H 0.54422 -2.02296 -4.68118 0.07
H 1.49444 -2.84119 -5.74966 0.07
H 2.19690 -1.39490 -4.88241 0.07
H 2.93259 -3.70278 -3.90642 0.13
H 2.21255 -3.13380 -1.47904 0.07
H 1.12773 -1.95173 -2.09677 0.05
H 2.87243 -1.70613 -2.29545 0.08
H 0.18516 -3.79832 -3.22847 0.06
C 0.15918 -3.27476 3.72596 -0.06
C 1.12071 -3.99469 2.78585 -0.49
C 2.04256 -3.01321 2.05109 -0.05
O 1.88110 -4.89240 3.54425 -0.04
H -0.52399 -2.57269 3.24498 0.06
H 0.70372 -2.81937 4.55346 0.08
H -0.61174 -3.91003 4.17404 0.07
H 0.57112 -4.48460 1.97604 0.13
H 2.45740 -3.39672 1.11668 0.07
H 2.88193 -2.63268 2.63226 0.08
H 1.45834 -2.17953 1.65724 0.06
H 1.25426 -5.22679 4.19232 0.08
C -3.68402 -2.74550 2.90156 -0.05
C -4.68085 -2.30357 1.80739 -0.49
C -6.11695 -2.77078 2.07017 -0.06
O -4.66230 -0.89222 1.72666 -0.06
H -2.75928 -2.17122 2.82283 0.05
H -3.36535 -3.78379 2.79304 0.07
H -4.03540 -2.53961 3.91288 0.08
H -4.43554 -2.62510 0.79156 0.13
H -6.81118 -2.43499 1.29699 0.07
H -6.46593 -2.28498 2.98226 0.08
H -6.24437 -3.85223 2.02124 0.07
H -3.85576 -0.62523 1.27087 0.04
C 3.68117 4.54785 -2.12982 -0.07
C 2.72939 3.38827 -2.34122 -0.50
C 3.26828 2.40158 -3.39156 -0.06
O 2.60845 2.71166 -1.10679 -0.05
H 3.75665 5.04130 -3.10022 0.08
H 4.67771 4.27767 -1.77891 0.08
H 3.27744 5.22760 -1.37860 0.07
H 1.80762 3.86926 -2.68000 0.13
H 2.58938 1.55074 -3.47524 0.05
H 4.27575 2.07185 -3.14151 0.08
H 3.22680 2.79417 -4.41021 0.07
H 2.04322 1.93064 -1.14267 0.04
```



(2)
Entry from the Open Molecules 2025 dataset: a cluster of 7 separate species, C21H60O25P6 in total in a non-equilibrium geometry (the ωB97M-V functional and the def2-TZVPD basis).

Computed properties:
E_LUMO, eV: 0.48
Structure (SMILES): COP(=O)(OC)OC.COP(=O)(OC)OC.COP(=O)(OC)OC.COP(=O)(OC)OC.COP(=O)(OC)OC.COP(=O)(OC)OC.CC(C)=O
DFT total energy, Eh: -4765.17037
Kohn-Sham gap, eV: 9.970
Energy above the lowest of the compared OMol25 structures with the same formula, charge and spin, kcal/mol: 32.1
Charge: 0
HOMO, eV: -9.49

```
112
Properties=species:S:1:pos:R:3:lowdin_charge:R:1
C 17.86100 9.10800 17.56700 0.05
C 16.87000 8.35300 16.65400 -0.40
O 17.19200 7.31600 16.10200 0.04
C 15.52700 8.97200 16.36400 0.01
H 18.67500 8.52300 17.95100 0.11
H 17.37400 9.13900 18.42800 0.02
H 17.79900 9.94000 17.25700 -0.03
H 15.67500 9.95700 16.14900 0.03
H 14.75200 8.81200 17.14900 0.09
H 14.97800 8.74200 15.41100 0.09
C 15.95600 7.90700 21.34900 -0.16
O 14.75500 7.41800 21.89000 -0.26
P 13.57600 6.55000 20.95100 0.64
O 13.83800 5.09800 21.30100 -0.29
O 12.00300 6.85300 21.51100 -0.22
C 11.58300 6.07800 22.55600 -0.20
O 13.73300 6.80400 19.38800 -0.21
C 12.66400 6.47400 18.49200 -0.06
H 16.47200 8.44000 22.20400 0.09
H 15.77900 8.72600 20.48400 0.09
H 16.69300 7.01400 21.08600 0.11
H 11.52800 4.96000 22.65900 0.11
H 10.60400 6.31200 22.59100 0.04
H 12.07300 6.46600 23.55100 0.13
H 11.80000 7.13800 18.43000 0.10
H 12.43800 5.57000 18.62800 0.02
H 12.97500 6.52000 17.54800 0.04
C 11.02800 4.54100 13.24800 -0.14
O 12.26000 4.50600 12.53600 -0.24
P 13.56300 5.12900 13.22300 0.34
O 13.14700 6.41800 13.81900 -0.26
O 14.20400 4.11500 14.21500 -0.24
C 14.64400 4.50900 15.53200 -0.07
O 14.75700 5.40500 12.22700 -0.24
C 15.24800 4.37800 11.38800 -0.05
H 10.67000 5.55600 13.45100 0.07
H 11.15500 4.18300 14.41400 0.13
H 10.21200 3.76400 12.84400 0.13
H 15.32200 5.46900 15.26200 0.13
H 15.31700 3.67100 16.00900 0.10
H 13.74500 4.77300 16.16500 0.09
H 16.07900 4.88000 10.79300 0.11
H 14.16600 4.43900 10.67100 0.19
H 15.56900 3.70000 11.91900 -0.02
C 16.54100 5.33400 18.54000 -0.19
O 16.30000 4.60000 19.64700 -0.22
P 15.48300 3.20600 19.54700 0.48
O 14.34400 3.27000 18.60300 -0.24
O 16.65600 2.26200 18.87700 -0.29
C 16.29700 1.37600 17.76400 -0.05
O 15.19300 2.26100 20.79000 -0.20
C 16.14700 1.99500 21.75700 -0.13
H 15.67000 5.80700 18.08800 0.07
H 16.98400 4.81200 17.65000 0.10
H 17.35800 6.11100 18.78900 0.11
H 17.26700 0.80400 17.49000 0.13
H 15.78200 2.00100 17.16800 0.01
H 15.70200 0.65800 18.26400 0.07
H 15.76600 1.58000 22.59900 0.04
H 16.63800 2.86800 22.29300 0.11
H 17.02200 1.44100 21.09600 0.15
C 15.00700 12.86000 16.07700 -0.10
O 14.62600 14.20700 16.25200 -0.19
P 13.82700 14.65200 17.56600 0.48
O 13.91100 13.51200 18.53900 -0.26
O 14.27900 16.05000 18.20900 -0.21
C 13.56700 16.44800 19.35000 -0.12
O 12.29100 14.84800 17.13500 -0.20
C 11.58000 13.89800 16.37800 -0.07
H 13.94800 12.25300 16.26800 0.14
H 15.81500 12.46100 16.53600 0.03
H 15.36600 12.61800 15.05400 0.10
H 13.68600 15.77600 20.18300 0.08
H 12.50100 16.60600 19.01000 0.10
H 13.92100 17.50200 19.57300 0.11
H 10.52000 14.10700 16.46500 0.11
H 11.49100 13.02400 17.00500 0.07
H 12.03300 13.65500 15.56500 0.03
C 16.16800 8.68700 12.81600 -0.09
O 15.94500 10.09100 12.84600 -0.25
P 14.59100 10.75100 12.32600 0.31
O 14.83500 12.17600 11.97000 -0.25
O 14.16600 9.82800 11.15800 -0.20
C 14.53800 10.14000 9.83100 -0.06
O 13.66400 10.53800 13.56400 -0.24
C 12.34700 9.99000 13.46400 -0.07
H 15.13000 8.09300 13.12700 0.14
H 16.85500 8.55900 13.59700 0.05
H 16.63900 8.51400 11.81900 0.10
H 14.38400 11.07500 9.53400 0.05
H 13.96700 9.53600 9.13000 0.09
H 15.49400 9.63100 9.76700 0.10
H 12.48600 8.91900 13.28500 0.08
H 11.73900 10.76900 12.87100 0.13
H 11.89000 10.01200 14.48100 0.07
C 16.13500 11.42800 19.84800 -0.27
O 15.12400 10.85000 19.30000 -0.22
P 13.57500 10.95600 19.95200 0.67
O 13.37800 9.65400 20.60900 -0.24
O 13.33000 12.15800 21.13500 -0.25
C 11.92900 12.59100 21.41000 0.02
O 12.45100 11.22200 18.69400 -0.26
C 12.26400 10.29100 17.69300 -0.19
H 16.96200 11.37400 19.16400 0.07
H 16.49100 10.90700 20.80100 0.11
H 16.18700 12.56500 20.05100 0.12
H 11.62100 11.75300 21.46800 -0.02
H 11.84300 13.24900 20.58600 0.09
H 11.86200 13.04000 22.32900 0.08
H 12.73700 10.14600 16.69400 0.05
H 11.19700 10.43800 17.25500 0.11
H 12.50400 9.11600 18.05900 0.12
```